No. 1
{"formula": "C15H49N11O9", "method": "ωB97M-V/def2-TZVPD", "orbital_gap_ev": 9.7, "e_above_lowest_kj_mol": 6.40, "e_homo_ev": -9.386, "total_charge": 0, "smiles": "COC[C@H](C)N.NC(N)=O.NC(N)=O.NC(N)=O.NC(N)=O.NC(N)=O.CCO.CCO.CCO", "fmax_ev_per_a": 3.4, "species": ["O", "O", "O", "O", "O", "O", "O", "O", "O", "N", "N", "N", "N", "N", "N", "N", "N", "N", "N", "N", "C", "C", "C", "C", "C", "C", "C", "C", "C", "C", "C", "C", "C", "C", "C", "H", "H", "H", "H", "H", "H", "H", "H", "H", "H", "H", "H", "H", "H", "H", "H", "H", "H", "H", "H", "H", "H", "H", "H", "H", "H", "H", "H", "H", "H", "H", "H", "H", "H", "H", "H", "H", "H", "H", "H", "H", "H", "H", "H", "H", "H", "H", "H", "H"], "positions_angstrom": [[-4.57526, -0.56597, -2.57275], [-1.94097, -2.18961, 4.74876], [1.31858, 2.98520, -1.43641], [3.28484, 3.13199, 3.45424], [-1.02526, -0.33567, 1.11524], [3.32669, 1.08686, -1.55208], [2.86423, -0.33206, -3.93976], [2.34151, -2.53111, 2.02770], [-1.35115, -4.93118, 3.09405], [2.94037, 4.57625, -1.34408], [0.90759, 5.09131, -2.15238], [3.73764, 0.93337, 4.08699], [-3.71681, 2.16690, -2.75047], [0.49165, -1.92062, 3.19508], [-2.38877, -0.24979, 3.64500], [1.82312, -3.57618, 4.03080], [1.77042, 1.43965, 3.32052], [-3.59941, -0.69220, 5.48097], [-0.94871, 0.82647, -0.86148], [0.80415, -0.59541, -0.31599], [-3.20510, -0.18693, -2.91646], [1.62800, -2.69470, 3.00395], [1.99258, 1.62420, -5.02992], [-2.04177, -5.13254, 1.84355], [2.93558, 1.95424, 3.64351], [4.14344, 1.19146, -0.38439], [-2.57290, -1.14498, 4.68103], [-3.24316, 1.12163, -3.67053], [-1.87900, 1.47918, -4.12419], [-2.72521, -3.88548, 1.35715], [4.55920, -0.13594, 0.15784], [-0.42741, 0.00659, 0.08243], [1.69635, 4.12958, -1.66379], [1.74689, 0.51334, -4.05203], [-4.69606, -1.71609, -1.74998], [5.08300, 1.66636, -0.71494], [1.64956, 0.45866, 3.17203], [-1.35135, 0.64551, -4.58832], [-3.60636, -1.19337, 6.35792], [-0.23476, -2.18503, 3.82941], [1.11322, 2.06223, -5.46396], [-2.74764, 0.65059, 3.84052], [-1.34013, 1.82694, -3.25156], [-2.85090, -1.06526, -3.52841], [-1.95555, 2.34549, -4.79642], [-4.68862, -2.64200, -2.38179], [1.26981, -0.28238, -1.12360], [3.13850, -0.29557, -3.00246], [1.00840, -4.19284, 4.04276], [-4.47123, -0.66048, 4.96569], [-1.94216, -3.11527, 1.28310], [1.23911, 5.95872, -2.49645], [-4.05488, 3.05660, -3.15420], [2.52441, 2.45068, -4.55401], [3.21929, 5.50063, -1.54984], [-0.21379, 1.51688, -1.16724], [-3.49475, -3.55332, 2.06346], [-3.20472, -4.05986, 0.38953], [4.69362, 1.20200, 4.28479], [3.25819, 0.27136, 4.67113], [-1.86671, -0.45792, 2.80943], [-0.08975, 4.90660, -2.17659], [2.65061, 1.24407, -5.79773], [3.64620, 1.73785, 0.37472], [-2.73701, -5.92804, 1.93602], [-4.50404, 1.87516, -2.17277], [-2.60061, -0.04503, -2.04462], [1.33048, -1.14901, 0.37236], [-1.19549, -5.49993, 1.21430], [5.03804, -0.71609, -0.64632], [-1.95356, -4.63800, 3.79308], [1.36405, 0.94753, -3.13679], [2.60976, 1.70398, -1.41022], [-3.88125, -1.81928, -1.00554], [2.62478, -4.19312, 3.88446], [0.98494, -0.12060, -4.49407], [3.68631, -0.66399, 0.63783], [0.17681, -1.63413, 2.24834], [3.64788, 3.87481, -1.29387], [-5.68554, -1.70905, -1.21705], [1.23601, 2.05229, 2.73491], [-3.96476, 1.06566, -4.48354], [-1.81457, 1.24842, -0.58573], [5.28127, 0.10878, 0.88010]]}

No. 2
{"formula": "C36H76N4O4", "method": "ωB97M-V/def2-TZVPD", "spin_multiplicity": 2, "orbital_gap_ev": [1.3, 8.4], "e_above_lowest_kj_mol": 0.00, "e_homo_ev": [0.878, -6.066], "total_charge": -1, "fmax_ev_per_a": 4.8, "species": ["O", "O", "O", "O", "N", "N", "N", "N", "C", "C", "C", "C", "C", "C", "C", "C", "C", "C", "C", "C", "C", "C", "C", "C", "C", "C", "C", "C", "C", "C", "C", "C", "C", "C", "C", "C", "C", "C", "C", "C", "C", "C", "C", "C", "H", "H", "H", "H", "H", "H", "H", "H", "H", "H", "H", "H", "H", "H", "H", "H", "H", "H", "H", "H", "H", "H", "H", "H", "H", "H", "H", "H", "H", "H", "H", "H", "H", "H", "H", "H", "H", "H", "H", "H", "H", "H", "H", "H", "H", "H", "H", "H", "H", "H", "H", "H", "H", "H", "H", "H", "H", "H", "H", "H", "H", "H", "H", "H", "H", "H", "H", "H", "H", "H", "H", "H", "H", "H", "H", "H"], "positions_angstrom": [[-2.94164, 8.36149, -1.70136], [1.23440, -7.62749, -0.74550], [0.24488, 2.17607, -1.15026], [2.60292, 0.56562, 2.61244], [3.95552, 0.02562, 2.53397], [0.35660, -6.77025, -0.10817], [-0.69110, 1.23315, -1.38911], [-3.69323, 7.26212, -2.20540], [-3.80316, 5.21964, -3.60659], [0.47809, -0.34077, 0.39796], [-5.09530, 4.76597, -2.79581], [-0.82908, 0.33918, -0.16302], [2.10286, -5.49077, 1.15950], [-0.63334, 0.59373, -2.71049], [-2.27036, 5.34048, -1.49678], [3.61061, -1.17009, 4.63275], [4.90008, 2.04357, 1.53124], [-1.32857, -8.65957, -0.09389], [-1.53698, 1.16940, 0.93203], [-5.81537, 8.60919, -1.97364], [5.19718, 1.72226, 3.99206], [3.11304, -2.28010, 2.51220], [6.41847, 0.17135, 2.27738], [-1.75095, -0.90273, -0.41757], [-1.69138, 6.71286, -3.58147], [0.39924, -8.46576, 1.76971], [0.79020, -0.15541, -2.95818], [-5.18026, 6.89213, -0.18917], [-0.21263, -4.55882, 0.90533], [6.70541, -1.09970, 3.16196], [-1.75895, -0.48242, -2.84463], [-5.15322, 7.18973, -1.72567], [-5.99776, 6.07496, -2.45698], [5.09434, 0.94679, 2.64236], [-0.81882, 1.74743, -3.71505], [5.43804, -1.94177, 3.14824], [0.85232, -5.44779, 0.18677], [-1.76893, -1.56847, -1.77010], [1.11390, -4.90793, -1.20945], [4.00939, -1.30705, 3.19205], [-2.91496, 6.08355, -2.69524], [-1.59086, -6.70309, 1.43013], [-0.51966, -7.59637, 0.77898], [-1.05769, -5.31420, 2.05426], [-3.04331, 4.65758, -1.14423], [2.10087, -2.26537, 2.91643], [1.37590, 0.24107, 0.18942], [1.07615, -0.21414, -4.00837], [5.47404, 1.23420, 4.92654], [0.65251, -1.29350, -0.10202], [-3.05605, 4.59334, -4.09412], [-0.29796, 2.96213, -1.24533], [4.32733, -0.84970, 5.38890], [2.62195, -0.76573, 4.84985], [-1.50399, 4.60948, -1.75449], [5.42534, -2.60974, 2.28698], [-2.62067, -2.24092, -1.87233], [-1.09662, 7.35706, -2.93389], [7.27691, 0.83524, 2.37937], [-4.12173, 5.87973, -4.41338], [0.36377, -0.60223, 1.44994], [3.89197, 2.45540, 1.48435], [5.02900, 1.55085, 0.56754], [1.66197, -5.60356, -1.84491], [-1.77533, 5.86878, -0.68195], [-0.89645, 1.84910, 1.49404], [1.65641, -3.96581, -1.28821], [-2.71424, 0.04224, -2.82895], [3.59627, -2.19562, 5.00180], [-1.45796, -1.81896, 0.09504], [-6.88991, 8.63256, -2.15512], [-2.51381, 1.60122, 0.71426], [2.28182, 0.48314, 1.71150], [1.10708, -9.12661, 1.26937], [2.70532, -6.39686, 1.09507], [-1.55563, -0.86197, -3.84598], [-1.58987, -8.38433, -1.11568], [2.98707, -2.25858, 1.42971], [-1.80440, 0.44844, 1.70457], [0.89034, -7.80598, 2.48498], [-2.21146, -6.42644, 0.57782], [-2.21963, -8.99874, 0.43438], [-1.08797, 1.31181, -4.67729], [6.99154, -0.85127, 4.18398], [2.80475, -4.66329, 1.05599], [-0.89298, -2.16636, -2.02173], [-2.78672, -0.73181, -0.12421], [-6.54433, 6.50604, -3.29575], [-3.22815, 9.03792, -2.31939], [-5.49224, 9.28321, -2.76698], [5.84409, 2.57484, 3.78536], [5.60835, 2.86522, 1.63773], [-2.05940, 7.32410, -4.40552], [-1.91438, -4.71799, 2.36843], [1.57717, 0.40447, -2.45290], [-0.85442, -4.00973, 0.21635], [0.14373, -4.65812, -1.63895], [-1.67252, 2.34144, -3.38883], [3.31072, -3.32391, 2.75611], [5.56705, -2.59160, 4.01379], [-0.76090, -9.58141, -0.22060], [-4.42151, 7.62200, 0.09314], [0.40170, -3.86090, 1.47419], [-0.20528, -9.11737, 2.40063], [0.92806, -7.48371, -1.64387], [0.10543, 2.32487, -3.69437], [-5.66044, 9.16941, -1.05155], [-4.77592, 4.17121, -1.94003], [-1.00369, 5.92807, -3.89657], [1.04880, -1.13783, -2.56313], [-4.60113, 6.02979, 0.14110], [4.21644, 2.18373, 4.10736], [-6.71555, 5.69277, -1.73117], [-0.58501, -5.44491, 3.02770], [7.50692, -1.70853, 2.74362], [-6.05585, 6.69707, 0.43003], [-2.20619, -7.09787, 2.23859], [1.85629, -5.46182, 2.22084], [6.49987, -0.08466, 1.22100], [-5.58259, 4.15266, -3.55378]]}

No. 3
{"formula": "C2FHgLiO2", "method": "ωB97M-V/def2-TZVPD", "spin_multiplicity": 2, "orbital_gap_ev": [7.3, 8.1], "e_homo_ev": [-13.058, -14.617], "total_charge": 1, "fmax_ev_per_a": 7.0, "species": ["Hg", "F", "O", "O", "C", "C", "Li"], "positions_angstrom": [[2.17744, -1.02606, 0.30504], [-1.45433, -1.15364, 0.13526], [1.67730, 0.82321, -0.15598], [-0.51698, 1.03342, -0.45450], [-0.13482, -0.94548, -0.28565], [0.47504, 0.51495, 0.15682], [-2.22365, 0.75359, 0.29901]]}

No. 4
{"formula": "C2ClN4O2", "method": "ωB97M-V/def2-TZVPD", "orbital_gap_ev": 8.0, "e_above_lowest_kj_mol": 299.65, "e_homo_ev": -4.884, "total_charge": -1, "fmax_ev_per_a": 4.8, "species": ["Cl", "O", "O", "N", "N", "N", "N", "C", "C"], "positions_angstrom": [[2.02382, 1.08191, -1.84891], [1.05446, -1.34989, 1.91458], [0.52946, 0.80968, 2.25640], [-1.21443, -0.41140, -0.08984], [-1.59500, -0.14367, -1.27408], [-0.05401, -0.17797, 0.26689], [-0.60722, 0.40783, -2.04433], [0.49855, 0.57270, -1.50593], [0.60287, -0.25482, 1.69486]]}

No. 5
{"formula": "C27H25BBrN6RuSi", "method": "ωB97M-V/def2-TZVPD", "orbital_gap_ev": 7.0, "e_homo_ev": -10.822, "total_charge": 1, "fmax_ev_per_a": 0.4, "species": ["Ru", "Br", "Si", "N", "N", "N", "N", "N", "N", "C", "C", "C", "C", "C", "C", "C", "C", "C", "C", "C", "C", "C", "C", "C", "C", "C", "C", "C", "C", "C", "C", "C", "C", "C", "C", "C", "B", "H", "H", "H", "H", "H", "H", "H", "H", "H", "H", "H", "H", "H", "H", "H", "H", "H", "H", "H", "H", "H", "H", "H", "H", "H"], "positions_angstrom": [[0.41372, -0.45024, 0.08070], [6.86744, -1.25823, -1.46873], [-1.18161, 1.32166, -0.26150], [0.64409, -2.25426, 1.02783], [-1.75543, -1.02632, 0.36637], [-0.01012, -2.51651, 2.17719], [-2.11000, -1.33811, 1.64022], [0.52173, 0.34847, 1.93685], [-0.25617, -0.15921, 2.91653], [0.41916, 1.76980, -1.12341], [0.90695, 1.48907, 3.81656], [1.23580, 2.79460, -0.61325], [-3.88915, 1.66545, -0.55957], [-0.03671, 0.51088, 4.05589], [1.24247, -4.28192, 1.72611], [-2.78212, 1.38265, -2.67471], [4.77399, -0.56925, 0.33010], [1.75492, 1.78332, -3.15175], [-3.31994, -1.91075, 1.64000], [1.41158, -3.30621, 0.74696], [0.33367, -3.73628, 2.61174], [5.07176, -0.94822, -0.96906], [0.69004, 1.29559, -2.41805], [3.45235, -0.34404, 0.69336], [2.41458, -0.46043, -0.22967], [-5.11085, 1.76233, -1.20670], [1.23034, 1.34355, 2.47150], [2.29249, 3.29364, -1.34691], [-5.16860, 1.65940, -2.58911], [-2.70718, 1.46301, -1.28173], [4.06361, -1.11654, -1.90279], [-3.78497, -1.97913, 0.34129], [-2.76553, -1.42004, -0.41757], [-4.00338, 1.47490, -3.32252], [2.75114, -0.86627, -1.52235], [2.56386, 2.77077, -2.60784], [-1.02046, -1.48270, 2.71810], [3.24654, -0.10545, 1.72844], [-6.11988, 1.73488, -3.09888], [5.56774, -0.46997, 1.05823], [-3.75226, -2.25639, 2.56415], [1.97681, -1.00264, -2.27717], [-2.72222, -1.26752, -1.48257], [1.72421, -5.24078, 1.78588], [1.96310, 1.39269, -4.13855], [1.95805, 1.87189, 1.88552], [-6.01474, 1.92053, -0.63399], [-0.09017, -4.12689, 3.52134], [-4.72097, -2.37721, -0.00621], [3.40431, 3.14697, -3.17643], [-4.04645, 1.41274, -4.40168], [0.07404, 0.51273, -2.84716], [2.90775, 4.08638, -0.94377], [-3.85963, 1.74389, 0.52191], [-1.49715, -1.84214, 3.75228], [1.31514, 2.19718, 4.51477], [-0.55230, 0.22816, 4.95765], [-1.38322, 1.97344, 1.04074], [4.29902, -1.43178, -2.91040], [1.00373, 3.23388, 0.34696], [2.05420, -3.29899, -0.11784], [-1.88914, 1.25996, -3.27331]]}

No. 6
{"formula": "CH3N4", "method": "ωB97M-V/def2-TZVPD", "orbital_gap_ev": 9.8, "e_above_lowest_kj_mol": 369.08, "e_homo_ev": -16.703, "total_charge": 1, "fmax_ev_per_a": 3.4, "species": ["N", "N", "N", "N", "C", "H", "H", "H"], "positions_angstrom": [[-0.73102, 1.08485, 0.18227], [-1.29855, -0.84671, 0.15448], [-1.85493, 0.28157, -0.10527], [1.16683, -0.62861, -0.01558], [-0.02798, -0.12786, 0.20172], [2.06264, -0.02181, -0.19482], [-0.48708, 1.95522, -0.17216], [1.17009, -1.69665, -0.05063]]}

No. 7
{"formula": "C4H9NO2", "method": "ωB97M-V/def2-TZVPD", "orbital_gap_ev": 4.5, "e_above_lowest_kj_mol": 898.01, "e_homo_ev": -9.037, "total_charge": 0, "fmax_ev_per_a": 7.1, "species": ["O", "O", "N", "C", "C", "C", "C", "H", "H", "H", "H", "H", "H", "H", "H", "H"], "positions_angstrom": [[-2.34470, -0.54952, 0.36497], [2.31901, -0.73876, 0.44496], [0.30647, 0.54987, 0.96761], [1.82130, 0.38472, 0.98014], [-0.32779, 0.25292, -0.35488], [0.07252, -1.04045, -0.98830], [-1.82000, 0.45773, -0.29299], [-1.94152, 1.47093, 0.15005], [2.17536, 1.35592, 0.47811], [1.06851, -1.41854, -0.69960], [-0.61969, -1.69968, -0.41301], [0.07465, 1.14483, -0.98431], [-2.33076, 0.65121, -1.37200], [1.93454, 0.46382, 2.08522], [-0.32090, -1.24181, -2.06486], [-0.06700, -0.04318, 1.69890]]}

No. 8
{"formula": "C16H12BaCl2N5O7S2", "method": "ωB97M-V/def2-TZVPD", "orbital_gap_ev": 7.2, "e_above_lowest_kj_mol": 15.44, "e_homo_ev": -5.482, "total_charge": -1, "fmax_ev_per_a": 0.5, "species": ["Ba", "Cl", "Cl", "S", "S", "O", "O", "O", "O", "O", "O", "O", "N", "N", "N", "N", "N", "C", "C", "C", "C", "C", "C", "C", "C", "C", "C", "C", "C", "C", "C", "C", "C", "H", "H", "H", "H", "H", "H", "H", "H", "H", "H", "H", "H"], "positions_angstrom": [[0.57331, 0.32615, 0.32237], [1.17068, 3.66949, 0.86199], [-0.04468, 3.12399, -1.75615], [-2.37924, 1.44655, 1.14273], [-5.03230, 0.02605, 1.45576], [3.82473, 3.32142, -2.30660], [2.37402, 0.51502, 2.24291], [8.82328, 1.58282, 0.58378], [2.78176, 1.20616, -0.88579], [2.67542, -1.26718, 0.95799], [8.11559, 0.33787, 2.18838], [5.80585, 2.80789, -2.96188], [4.87581, 2.72827, -2.16959], [-1.86885, -1.18159, -0.26843], [7.93057, 0.99130, 1.17236], [-3.11455, -1.06455, 0.28272], [0.47353, -1.63371, -1.75079], [5.53227, 0.42022, 1.31600], [6.58555, 1.06922, 0.64921], [-0.28287, -3.86116, -2.16774], [6.34648, 1.79435, -0.49707], [1.77884, -3.11255, -3.10313], [-1.66967, -2.30842, -0.84083], [-0.44223, -2.60210, -1.59169], [-3.35678, 0.08133, 0.88047], [0.20171, 4.31784, -0.47103], [1.55375, -1.89350, -2.48373], [0.84025, -4.11601, -2.93139], [5.06033, 1.89279, -0.98828], [3.94850, 1.21323, -0.39266], [4.26844, 0.48609, 0.81623], [3.06401, -0.17574, 1.44223], [-5.22610, 1.58566, 2.32712], [0.72980, 5.16354, -0.89363], [-6.25430, 1.58294, 2.68965], [-1.03922, -4.61925, -2.01303], [7.15390, 2.29930, -1.00608], [-0.76986, 4.59618, -0.08097], [2.67200, -3.26905, -3.69086], [-2.45186, -3.06730, -0.84184], [2.27234, -1.08443, -2.56328], [0.98282, -5.08712, -3.38839], [-5.06822, 2.42834, 1.65915], [5.74422, -0.13095, 2.22187], [-4.53433, 1.65253, 3.16320]]}